P) Computed, not measured: 2 unconnected molecules or ions with the total composition H4O2, with ωB97M-V/def2-TZVPD.

Results
Net charge ... 0

Geometry (Å):
O (1.524, -0.028, -0.085)
O (-1.656, -0.113, 0.013)
H (-0.761, -0.018, 0.333)
H (2.400, -0.444, 0.202)
H (1.508, 0.897, 0.298)
H (-2.095, 0.694, -0.258)

***

Q) Computed, not measured: 2 unconnected molecules or ions with the total composition H4O2, with ωB97M-V/def2-TZVPD.

Results
Net charge ... 0

Geometry (Å):
O (-0.016, 1.151, 1.264)
O (0.232, -0.614, -0.762)
H (-0.432, 0.257, 1.347)
H (-0.576, -0.123, -1.118)
H (0.177, -1.453, -1.305)
H (0.616, 0.783, 0.574)

***

Taking the most stable structure as the zero point, the relative energies in kJ/mol are P) 0.0; Q) 5.2.

***

P) Computed, not measured: 2 unconnected molecules or ions with the total composition H4O2, with ωB97M-V/def2-TZVPD.

Results
Net charge ... 0

Geometry (Å):
O (1.504, -0.115, -0.232)
O (-1.804, -0.014, -0.157)
H (1.101, -0.520, 0.532)
H (-1.064, 0.654, 0.018)
H (-1.351, -0.864, -0.171)
H (1.615, 0.859, 0.010)

***

Q) Computed, not measured: 2 unconnected molecules or ions with the total composition H4O2, with ωB97M-V/def2-TZVPD.

Results
Net charge ... 0

Geometry (Å):
O (0.032, 1.271, -0.136)
O (0.173, -1.705, 0.654)
H (0.681, -0.898, 0.533)
H (-0.701, -1.466, 0.339)
H (0.636, 1.576, -0.816)
H (-0.820, 1.222, -0.574)

***

Taking the most stable structure as the zero point, the relative energies in kJ/mol are P) 20.7; Q) 0.0.

***

P) Computed, not measured: 2 unconnected molecules or ions with the total composition H4O2, with ωB97M-V/def2-TZVPD.

Results
Net charge ... 0

Geometry (Å):
O (1.201, -0.085, -0.262)
O (-1.488, -0.188, -0.141)
H (1.647, 0.578, 0.322)
H (-0.548, -0.063, -0.204)
H (-1.959, 0.625, -0.049)
H (1.147, -0.867, 0.333)

***

Q) Computed, not measured: 2 unconnected molecules or ions with the total composition H4O2, with ωB97M-V/def2-TZVPD.

Results
Net charge ... 0

Geometry (Å):
O (-1.534, -0.097, 0.043)
O (1.384, -0.007, -0.115)
H (-1.603, 0.835, -0.157)
H (-0.489, -0.238, -0.166)
H (1.834, -0.612, 0.438)
H (1.455, 0.845, 0.457)

***

R) Computed, not measured: 2 unconnected molecules or ions with the total composition H4O2, with ωB97M-V/def2-TZVPD.

Results
Net charge ... 0

Geometry (Å):
O (6.002, -0.322, 1.595)
O (-5.959, 0.227, -1.482)
H (6.914, -0.083, 1.814)
H (-6.042, -0.426, -2.191)
H (-6.641, 0.891, -1.634)
H (5.582, 0.533, 1.423)

***

S) Computed, not measured: 2 unconnected molecules or ions with the total composition H4O2, with ωB97M-V/def2-TZVPD.

Results
Net charge ... 0

Geometry (Å):
O (-1.372, -0.037, -0.104)
O (1.427, 0.102, 0.042)
H (0.552, -0.217, -0.177)
H (-1.113, 0.865, 0.144)
H (-1.841, -0.477, 0.631)
H (1.958, -0.697, -0.105)

***

Taking the most stable structure as the zero point, the relative energies in kJ/mol are P) 7.3; Q) 30.1; R) 13.2; S) 0.0.

***

P) Computed, not measured: 2 unconnected molecules or ions with the total composition H4O2, with ωB97M-V/def2-TZVPD.

Results
Net charge ... 0

Geometry (Å):
O (-0.029, 0.445, -1.447)
O (0.046, -0.447, 1.274)
H (0.000, -0.220, 2.208)
H (-0.209, -1.422, 1.306)
H (-0.031, 1.380, -1.678)
H (0.107, 0.280, -0.456)

***

Q) Computed, not measured: 2 unconnected molecules or ions with the total composition H4O2, with ωB97M-V/def2-TZVPD.

Results
Net charge ... 0

Geometry (Å):
O (0.188, -0.098, -1.537)
O (-0.745, 0.113, 1.045)
H (0.107, -0.276, -0.591)
H (-0.253, -0.645, 1.422)
H (1.095, -0.011, -1.875)
H (-0.392, 0.917, 1.536)

***

Taking the most stable structure as the zero point, the relative energies in kJ/mol are P) 0.0; Q) 9.0.

***

P) Computed, not measured: 2 unconnected molecules or ions with the total composition H4O2, with ωB97M-V/def2-TZVPD.

Results
Net charge ... 0

Geometry (Å):
O (-0.369, 0.584, 1.254)
O (0.258, -0.457, -1.115)
H (0.323, 0.104, -1.939)
H (0.659, -1.319, -1.292)
H (-0.138, 0.322, 0.327)
H (0.044, -0.117, 1.790)

***

Q) Computed, not measured: 2 unconnected molecules or ions with the total composition H4O2, with ωB97M-V/def2-TZVPD.

Results
Net charge ... 0

Geometry (Å):
O (-0.444, 1.150, -0.377)
O (0.519, -1.191, 0.299)
H (0.144, -0.317, 0.392)
H (-0.908, 0.659, -1.077)
H (1.260, -1.290, 0.947)
H (-1.100, 1.274, 0.360)

***

R) Computed, not measured: 2 unconnected molecules or ions with the total composition H4O2, with ωB97M-V/def2-TZVPD.

Results
Net charge ... 0

Geometry (Å):
O (0.121, 0.403, -1.643)
O (0.012, -0.694, 1.548)
H (0.171, -0.802, 2.546)
H (-0.006, 0.728, -2.539)
H (0.524, 0.091, 1.350)
H (-0.822, 0.274, -1.261)

***

Taking the most stable structure as the zero point, the relative energies in kJ/mol are P) 0.0; Q) 4.9; R) 13.1.

***

P) Computed, not measured: 2 unconnected molecules or ions with the total composition H4O2, with ωB97M-V/def2-TZVPD.

Results
Net charge ... 0

Geometry (Å):
O (-1.148, -0.031, -0.222)
O (1.533, 0.076, -0.245)
H (-1.096, 0.878, 0.167)
H (-2.085, -0.328, 0.000)
H (2.188, -0.340, 0.328)
H (0.609, -0.255, -0.028)

***

Q) Computed, not measured: 2 unconnected molecules or ions with the total composition H4O2, with ωB97M-V/def2-TZVPD.

Results
Net charge ... 0

Geometry (Å):
O (0.673, -0.160, -1.007)
O (-1.333, 0.463, 1.104)
H (1.186, -0.892, -0.719)
H (-0.669, 0.285, 0.430)
H (1.163, 0.246, -1.730)
H (-1.019, 0.058, 1.922)

***

Taking the most stable structure as the zero point, the relative energies in kJ/mol are P) 12.9; Q) 0.0.

***

P) Computed, not measured: a single CH2N4O molecule, with ωB97M-V/def2-TZVPD.

Results
Net charge ... 0

Geometry (Å):
O (-0.483, 1.260, 1.014)
N (1.357, 0.043, 0.676)
N (0.462, -1.199, -1.289)
N (1.030, 1.086, 1.195)
N (-0.710, 0.335, -0.040)
C (0.482, -0.341, -0.283)
H (-1.550, -0.191, 0.421)
H (-0.587, -0.992, -1.694)

***

Q) Computed, not measured: a single CH2N4O molecule, with ωB97M-V/def2-TZVPD.

Results
Net charge ... 0

Geometry (Å):
O (0.046, -0.877, -0.126)
N (-1.902, 0.298, -0.025)
N (0.162, 1.189, -0.196)
N (1.423, -0.459, -0.248)
N (1.320, 0.916, -0.004)
C (-0.695, 0.136, -0.151)
H (1.922, -0.648, 0.770)
H (-2.275, -0.555, -0.020)

***

R) Computed, not measured: a single CH2N4O molecule, with ωB97M-V/def2-TZVPD.

Results
Net charge ... 0

Geometry (Å):
O (1.773, -0.406, -0.165)
N (-1.743, -0.999, 0.010)
N (-0.478, 0.726, -0.181)
N (-1.803, 0.261, -0.172)
N (-0.260, -1.444, -0.111)
C (0.383, -0.383, -0.085)
H (-0.136, 1.684, 0.331)
H (2.263, 0.561, 0.374)

***

S) Computed, not measured: a single CH2N4O molecule, with ωB97M-V/def2-TZVPD.

Results
Net charge ... 0

Geometry (Å):
O (-0.070, -1.141, -0.081)
N (-1.260, 0.820, 0.050)
N (-0.064, 1.158, -0.061)
N (1.991, -0.120, 0.095)
N (-1.300, -0.539, -0.063)
C (0.743, 0.039, 0.013)
H (-2.021, -1.003, 0.586)
H (2.556, 0.656, -0.160)

***

Taking the most stable structure as the zero point, the relative energies in kJ/mol are P) 155.6; Q) 110.0; R) 20.2; S) 0.0.